Here is a structure of composition C20H19BCoF5N6O2S2 at a distorted geometry from the OMol25 dataset. Energies are from wB97M-V/def2-TZVPD.

The geometry in XYZ format:
```
56
C20H19BCoF5N6O2S2 (wB97M-V/def2-TZVPD)
Co -11.1459 -5.4686 11.0328
C -7.9775 -5.2009 12.9680
N -8.6648 -6.2883 13.6214
C -8.6123 -6.5520 15.0066
C -9.3076 -7.6595 15.2182
N -9.6424 -8.1984 13.9457
B -10.3013 -9.5870 13.8351
N -11.7454 -9.7664 13.5479
C -12.2095 -10.8177 12.8501
C -13.5518 -10.7883 12.8174
N -13.9739 -9.7134 13.5418
C -15.3429 -9.2372 13.6169
C -12.8122 -9.0102 13.9651
S -12.7593 -7.6179 14.8518
C -9.3444 -7.2971 12.9810
S -9.6143 -7.3556 11.2587
H -6.8935 -5.2199 12.9756
H -8.2654 -4.2600 13.3391
H -8.3071 -5.1179 11.9824
H -8.3830 -5.8543 15.7228
H -9.7317 -8.0634 16.1646
H -9.6704 -10.1480 12.8653
H -10.0813 -10.1530 14.8590
H -11.5918 -11.5299 12.3842
H -14.2867 -11.4495 12.3541
H -15.8619 -10.0185 14.1734
H -15.7413 -9.0412 12.6247
H -15.3287 -8.3187 14.1695
C -16.5229 -8.6812 9.6261
C -15.2859 -8.0750 10.1776
C -15.3952 -6.7273 10.5703
C -14.2612 -6.0207 10.9361
N -13.0270 -6.5637 10.9224
C -12.9613 -7.8949 10.6724
C -14.0744 -8.7036 10.2856
H -17.4297 -8.4848 10.1232
H -16.5663 -9.8353 9.7665
H -16.6806 -8.4922 8.5756
H -16.3618 -6.2136 10.5404
H -14.2924 -5.0077 11.2471
H -11.9970 -8.2708 10.5116
H -13.9268 -9.8254 10.2518
O -12.4349 -3.6615 11.4601
N -11.8227 -3.4841 12.5070
O -10.8741 -4.2976 12.6902
F -12.6202 -5.4372 8.1449
C -11.4465 -4.6971 8.1091
C -10.6049 -4.7044 9.1922
C -9.4457 -3.9438 9.0097
F -8.5106 -4.0459 10.0180
C -9.1772 -3.1367 7.8874
F -8.0035 -2.4655 7.8080
C -10.0680 -3.1234 6.8651
F -9.8969 -2.3425 5.7808
C -11.2038 -3.9300 6.9657
F -12.0606 -4.1085 5.8851
```

Output
- energy relative to the best compared isomer or geometry (same formula, charge and spin) (kJ/mol) = 89.7
- orbital gap (alpha / beta) (Eh) = 0.251 / 0.250
- highest occupied orbital energy (alpha / beta) (Eh) = -0.1629 / -0.1629
- multiplicity = 4
- total charge = -1